No. 1
Here is a molecular structure, C28H42ClN3O3PRu from the OMol25 dataset. Energies are from ωB97M-V/def2-TZVPD.

Its multiplicity is 6. The calculation puts the total energy at -64723.404 eV. As for the expectation value of S²: 8.763. Its energy above the lowest of the compared OMol25 structures with the same formula, charge and spin is 9.5 kcal per mole. As for the molecular weight: 636.2 g/mol. The LUMO energy (alpha / beta) is 0.661 / -0.815 eV.

Positions of all 79 atoms, in Å:
Ru1 1.1772 -1.6030 0.4203
C1 1.3638 -4.1932 -0.0645
C2 2.0765 -3.6901 1.0551
C3 1.1175 -3.3096 2.0371
C4 -0.1708 -3.5750 1.5041
C5 -0.0127 -4.1043 0.2118
H1 1.8093 -4.5995 -0.9585
H2 3.1429 -3.7411 1.1945
H3 1.3330 -3.0445 3.0605
H4 -1.1044 -3.4372 2.0270
H5 -0.8081 -4.4160 -0.4473
Cl1 2.3312 1.8022 1.0448
C6 2.1652 0.3877 -0.0377
H6 1.5032 0.6969 -0.8438
H7 3.1481 0.1743 -0.4327
C7 3.2869 0.2120 -7.5179
C8 2.7617 -0.2926 -6.1976
C9 3.1809 -1.5082 -5.6727
C10 2.7615 -1.9559 -4.4272
C11 3.2391 -3.3097 -3.9529
C12 1.8730 -1.1572 -3.6779
C13 1.3939 0.0462 -4.2183
C14 0.4311 0.9606 -3.4944
C15 1.8575 0.4579 -5.4646
C16 1.5347 -1.5443 -2.2589
O1 0.3602 -1.4726 -1.7912
O2 2.4910 -1.9045 -1.5181
H8 3.8529 -0.5609 -8.0382
H9 3.9495 1.0651 -7.3580
H10 2.4737 0.5419 -8.1663
H11 3.8620 -2.1269 -6.2499
H12 3.8663 -3.7760 -4.7128
H13 2.3889 -3.9679 -3.7557
H14 3.8045 -3.2224 -3.0301
H15 -0.2041 0.4155 -2.8062
H16 -0.1966 1.4872 -4.2149
H17 0.9884 1.7178 -2.9345
H18 1.4941 1.3979 -5.8716
O3 -0.7942 -0.7023 1.4416
P1 -1.3039 0.4773 2.2089
N1 -2.7931 0.0583 2.8384
C17 -3.4710 -1.1965 2.4754
C18 -4.7974 -0.7304 1.8843
C19 -5.1603 0.4599 2.7808
C20 -3.8015 1.0752 3.1804
N2 -1.5641 1.8159 1.2857
C21 -2.1147 1.5782 -0.0710
C22 -1.7352 2.8394 -0.8459
C23 -1.6591 3.9142 0.2402
C24 -1.0076 3.1735 1.4033
N3 -0.3531 0.8941 3.4793
C25 0.9362 0.2941 3.8230
C26 1.6980 1.4042 4.5805
C27 0.6852 2.5593 4.7405
C28 -0.6656 1.8934 4.4943
H19 -3.6516 -1.8001 3.3726
H20 -2.8563 -1.7708 1.7875
H21 -5.5579 -1.5108 1.8931
H22 -4.6435 -0.4036 0.8532
H23 -5.6856 0.1051 3.6690
H24 -5.7999 1.1847 2.2793
H25 -3.7769 1.3081 4.2482
H26 -3.5990 1.9991 2.6322
H27 -3.2050 1.4617 -0.0241
H28 -1.6972 0.6764 -0.5149
H29 -2.4573 3.0688 -1.6276
H30 -0.7533 2.7116 -1.3071
H31 -2.6638 4.2463 0.5139
H32 -1.0772 4.7838 -0.0624
H33 -1.2605 3.6224 2.3650
H34 0.0756 3.1728 1.2978
H35 1.4507 -0.0464 2.9345
H36 0.7867 -0.5716 4.4792
H37 2.5691 1.7302 4.0189
H38 2.0381 1.0386 5.5492
H39 0.8625 3.3170 3.9763
H40 0.7429 3.0331 5.7202
H41 -1.4405 2.5799 4.1547
H42 -1.0214 1.4052 5.4111

No. 2
Here is a molecular structure, C32H55BGeN8OOsS from the OMol25 dataset. Energies are from ωB97M-V/def2-TZVPD.

The net charge is +2. Its multiplicity is 5. The calculation puts the total energy at -118518.761 eV. As for the expectation value of S²: 6.035. Its energy above the lowest of the compared OMol25 structures with the same formula, charge and spin is 144.2 kcal per mole. As for the molecular weight: 873.6 g/mol. The LUMO energy (alpha / beta) is -6.072 / -7.461 eV.

Positions of all 100 atoms, in Å:
Os1 -0.8544 -1.1633 0.6085
C1 -0.6515 4.2662 0.2833
C2 -0.4874 2.7468 0.2832
C3 0.8635 2.3768 0.8786
C4 -1.6128 2.0400 1.0374
C5 -2.6674 2.6563 1.7003
C6 -3.4443 1.6320 2.2114
N1 -2.8914 0.4713 1.8773
N2 -1.7567 0.6813 1.1520
B1 -3.4213 -0.9608 2.2322
N3 -2.3393 -1.7420 3.0309
C7 -2.4538 -2.2740 4.2461
C8 -1.2601 -2.8920 4.5682
C9 -0.4188 -2.6901 3.4766
N4 -1.1027 -1.9754 2.5342
C10 1.0195 -3.2037 3.3258
C11 1.9806 -2.0467 3.1659
C12 1.4670 -4.0520 4.5153
N5 -3.6475 -1.7450 0.9180
C13 -4.7837 -2.2819 0.4879
C14 -4.5448 -2.9077 -0.7190
C15 -3.1964 -2.7087 -0.9886
N6 -2.6509 -1.9791 0.0279
C16 -2.4372 -3.2311 -2.1938
C17 -1.8509 -2.0905 -2.9766
C18 -3.3132 -4.0752 -3.1209
H1 0.1500 4.7291 -0.2956
H2 -0.6184 4.6626 1.3007
H3 -1.6016 4.5483 -0.1751
H4 -0.5233 2.4058 -0.7523
H5 0.9121 2.6908 1.9258
H6 1.6990 2.8314 0.3370
H7 0.9478 1.1999 0.8264
H8 -2.8568 3.7108 1.7994
H9 -4.3517 1.7230 2.7856
H10 -4.4293 -0.8826 2.8606
H11 -3.3474 -2.2209 4.8461
H12 -1.0405 -3.4207 5.4790
H13 1.0507 -3.8316 2.4281
H14 1.9380 -1.4148 4.0466
H15 1.6322 -1.4360 2.2429
H16 3.0139 -2.3686 3.0115
H17 1.4573 -3.4673 5.4389
H18 2.4799 -4.4221 4.3499
H19 0.8100 -4.9152 4.6362
H20 -5.7162 -2.2268 1.0244
H21 -5.2629 -3.4432 -1.3145
H22 -1.6225 -3.8639 -1.8223
H23 -2.6239 -1.4270 -3.3567
H24 -1.2581 -2.4552 -3.8244
H25 -1.1579 -1.5197 -2.2556
H26 -4.1395 -3.4853 -3.5252
H27 -3.7195 -4.9297 -2.5784
H28 -2.7203 -4.4563 -3.9537
C19 -1.5810 3.7053 -4.5738
C20 -1.5245 2.8857 -3.2849
C21 -2.2601 1.5573 -3.4302
C22 -2.2078 0.7027 -2.1488
Ge1 -0.4800 -0.2461 -1.8086
C23 1.2345 0.7776 -1.8595
C24 1.8369 0.9683 -3.2611
C25 2.2892 -0.3379 -3.9077
C26 2.9384 -0.0909 -5.2701
H29 -1.0591 4.6545 -4.4393
H30 -2.6161 3.9175 -4.8479
H31 -1.1020 3.1627 -5.3925
H32 -1.9866 3.4624 -2.4758
H33 -0.4732 2.7250 -3.0182
H34 -1.8722 0.9788 -4.2765
H35 -3.3100 1.7952 -3.6353
H36 -2.9480 -0.0860 -2.2338
H37 -2.4697 1.3095 -1.2811
H38 -0.2437 -1.5636 -2.7249
H39 1.9583 0.2424 -1.2379
H40 1.0474 1.7444 -1.4051
H41 2.7167 1.6168 -3.1599
H42 1.1231 1.4685 -3.9221
H43 1.4312 -1.0058 -4.0538
H44 3.0140 -0.8374 -3.2551
H45 2.2302 0.3868 -5.9508
H46 3.2547 -1.0369 -5.7118
H47 3.8162 0.5504 -5.1665
O1 -0.0557 -2.6958 0.1294
C27 5.3765 2.4437 0.2429
C28 4.6533 1.7773 1.3637
C29 5.0765 1.7543 2.6616
C30 4.2503 1.0712 3.5752
N7 3.1129 0.4702 3.2253
C31 2.7292 0.5035 1.9768
S1 1.2645 -0.2277 1.3564
N8 3.4907 1.1490 1.0650
C32 4.6518 1.0077 5.0118
H48 6.2927 2.9154 0.5881
H49 4.7503 3.2149 -0.2114
H50 5.6408 1.7163 -0.5276
H51 5.9872 2.2246 2.9963
H52 3.1495 1.1471 0.1086
H53 5.5899 1.5274 5.1889
H54 4.7641 -0.0362 5.3098
H55 3.8734 1.4637 5.6255

No. 3
Here is a molecular structure, ClN2O10Rb from the OMol25 dataset. Energies are from ωB97M-V/def2-TZVPD.

The net charge is -2. The calculation puts the total energy at -36619.885 eV. Its energy above the lowest of the compared OMol25 structures with the same formula, charge and spin is 41.8 kcal per mole. As for the molecular weight: 308.9 g/mol. The LUMO energy is 4.342 eV.

Positions of all 14 atoms, in Å:
Rb1 0.4392 0.4895 -0.1085
Cl1 1.4445 1.2890 3.9905
O1 2.4802 2.2212 3.5902
O2 0.8976 0.8632 2.8313
O3 1.8464 0.4158 4.9784
O4 0.5585 2.1086 4.7454
N1 0.6686 -0.9229 -3.5233
O5 0.4114 -1.8777 -2.9211
O6 0.7730 -1.0254 -4.7295
O7 1.0328 0.0347 -2.9267
N2 -2.6540 -0.8781 -1.4174
O8 -2.4028 -0.0512 -2.2808
O9 -1.6857 -1.3148 -0.9205
O10 -3.8097 -1.3519 -1.3081

No. 4
Here is a molecular structure, C36H44N8O4Pb from the OMol25 dataset. Energies are from ωB97M-V/def2-TZVPD.

The calculation puts the total energy at -63406.979 eV. Its energy above the lowest of the compared OMol25 structures with the same formula, charge and spin is 1.5 kcal per mole. As for the molecular weight: 860.0 g/mol. The LUMO energy is 0.154 eV.

Positions of all 93 atoms, in Å:
Pb1 -0.5845 0.3084 0.1686
O1 -2.5833 3.6722 2.5695
C1 -1.8608 2.8098 2.1013
N1 -2.2249 1.7958 1.2695
C2 -3.5459 1.4644 1.1004
O2 -4.4036 1.3721 1.9539
C3 -3.9115 1.1466 -0.3451
C4 -5.2150 1.3402 -0.7755
C5 -5.5147 1.0960 -2.1058
C6 -4.5105 0.6509 -2.9528
C7 -3.2384 0.4677 -2.4336
N2 -2.9457 0.7126 -1.1568
C8 -0.3641 2.9028 2.3592
C9 0.0976 3.7654 3.3405
C10 1.4613 3.8436 3.5684
C11 2.3193 3.0753 2.7942
C12 1.7746 2.2447 1.8320
N3 0.4609 2.1590 1.6227
H1 -5.9555 1.6845 -0.0672
H2 -6.5191 1.2522 -2.4786
H3 -4.7047 0.4505 -3.9983
H4 -2.4164 0.1199 -3.0506
H5 -0.6267 4.3397 3.9007
H6 1.8526 4.4914 4.3425
H7 3.3913 3.1081 2.9339
H8 2.4060 1.6170 1.2108
N4 1.9996 0.5559 -2.4903
C13 1.9556 1.7518 -3.1605
C14 2.8902 2.0766 -4.1209
C15 2.8415 3.2964 -4.8168
C16 1.8534 4.2049 -4.5648
C17 0.9014 3.9274 -3.5562
C18 -0.1065 4.8561 -3.2090
C19 -0.9594 4.5755 -2.1863
C20 -0.8058 3.3571 -1.4950
N5 0.0981 2.4530 -1.7909
C21 0.9520 2.7158 -2.8262
H9 2.6144 -0.1548 -2.8437
H10 1.1493 0.2113 -2.0803
H11 3.6764 1.3629 -4.3445
H12 3.5959 3.5094 -5.5640
H13 1.7918 5.1412 -5.1064
H14 -0.1703 5.7899 -3.7565
H15 -1.7383 5.2639 -1.8847
H16 -1.4577 3.1358 -0.6546
C22 0.2963 -3.3807 -4.0775
N6 -0.7806 -3.4369 -3.1078
C23 -1.6113 -4.6249 -3.0936
C24 -1.0379 -2.3982 -2.2962
O3 -0.4114 -1.3406 -2.2978
H17 -0.1000 -3.3738 -5.0952
H18 0.9479 -4.2479 -3.9574
H19 0.8694 -2.4744 -3.9085
H20 -0.9964 -5.5159 -2.9536
H21 -2.1565 -4.7260 -4.0354
H22 -2.3276 -4.5606 -2.2759
H23 -1.8555 -2.5905 -1.5867
N7 -2.0925 -2.7278 0.8136
N8 -2.4238 -1.3853 1.1611
H24 -2.4771 -3.3739 1.4928
H25 -1.0760 -2.7763 0.8879
H26 -2.3195 -1.2046 2.1576
H27 -3.3831 -1.1938 0.9043
C25 2.0141 -2.9222 -0.5530
C26 3.0901 -2.3789 0.3886
C27 3.5865 -1.0078 -0.0830
C28 2.7175 -2.3243 1.8652
C29 3.6810 -2.7970 2.7517
C30 3.5133 -2.7478 4.1242
C31 2.3374 -2.2003 4.6085
C32 1.3376 -1.7150 3.7697
C33 0.0775 -1.2220 4.4684
C34 -0.4076 0.1580 4.0326
C35 -1.0294 -2.2778 4.3540
C36 1.5013 -1.7769 2.3533
O4 0.5750 -1.3542 1.4994
H28 2.3918 -2.9406 -1.5832
H29 1.1143 -2.3147 -0.5159
H30 1.7414 -3.9465 -0.2768
H31 3.9350 -3.0686 0.3189
H32 2.7577 -0.2977 -0.1422
H33 4.0469 -1.0734 -1.0746
H34 4.3334 -0.6163 0.6108
H35 4.5929 -3.2259 2.3469
H36 4.2667 -3.1360 4.7976
H37 2.1801 -2.1487 5.6820
H38 0.3327 -1.1331 5.5262
H39 -0.6803 0.1605 2.9823
H40 0.3794 0.9036 4.1759
H41 -1.2800 0.4660 4.6177
H42 -1.1282 -2.5921 3.3147
H43 -1.9897 -1.8957 4.7180
H44 -0.7727 -3.1637 4.9381